A structure of composition C25H66Cl9F3KO31P7S. Source: the OMol25 dataset; level of theory: ωB97M-V/def2-TZVPD.

Structure (XYZ):
```
143
Properties=species:S:1:pos:R:3:forces:R:3
K -3.51329 1.39974 2.25316 0.12 -0.04 -0.35
C 0.24015 -0.29882 -0.66894 -1.45 0.20 -1.12
F 0.84463 0.71076 -0.05182 0.15 -0.28 0.70
F 0.73328 -0.32244 -1.90911 0.02 -0.08 -0.19
F 0.50602 -1.48022 -0.12576 0.27 0.14 0.56
S -1.64611 -0.02278 -0.73948 -0.73 1.45 -0.59
O -2.13889 -0.96002 -1.73321 0.56 -0.43 0.30
O -2.10292 -0.25638 0.62729 0.45 -0.09 -0.03
O -1.84577 1.36904 -1.17609 0.80 -0.99 0.57
C 4.14558 -7.09098 1.30584 -0.89 -1.13 -0.62
O 3.42760 -6.19962 2.15328 0.03 0.63 0.39
P 4.17387 -4.89686 2.70181 0.10 -0.76 0.14
O 5.47800 -5.21141 3.30530 -0.46 0.59 -0.32
O 3.07720 -4.24321 3.65540 -0.43 0.29 -0.71
C 2.82776 -4.72347 4.97031 1.12 -0.76 0.89
O 4.22591 -3.93577 1.44192 0.20 0.21 0.45
C 3.02297 -3.54612 0.78050 -0.97 0.02 -0.11
H 5.22505 -6.97255 1.28197 -0.02 0.23 0.28
H 3.73111 -7.04831 0.29418 0.23 0.51 -0.03
H 3.86174 -8.09498 1.63130 0.44 0.02 0.24
H 2.65792 -3.92902 5.69489 0.06 0.45 -0.50
H 3.74492 -5.23654 5.27180 -0.16 -0.08 0.34
H 1.99829 -5.42028 5.09187 -0.12 0.02 -0.77
H 2.70866 -2.54417 1.07115 0.33 0.10 0.14
H 2.19106 -4.20447 1.03994 0.11 -0.14 0.01
H 3.13542 -3.58227 -0.30195 0.46 -0.11 0.09
C -4.87178 5.70729 2.15424 -0.49 0.36 0.91
O -5.06201 5.50173 0.75767 -0.10 -1.07 -0.23
P -5.72031 4.12237 0.27499 0.70 0.49 -0.32
O -5.29216 2.90312 0.98858 -0.16 0.15 0.17
O -5.40038 4.12333 -1.26193 -0.77 0.32 0.32
C -4.12649 3.81301 -1.81231 1.03 -0.14 0.17
O -7.26647 4.42410 0.35942 0.35 0.40 -0.22
C -8.23508 3.48303 -0.08173 -0.63 -0.68 0.67
H -5.11096 4.81704 2.74059 0.05 -0.03 -0.16
H -5.55237 6.50557 2.46410 0.10 -0.07 -0.01
H -3.85324 6.00049 2.40600 0.03 -0.07 -0.42
H -3.34625 3.64148 -1.06336 -0.37 -0.29 0.25
H -3.75152 4.66668 -2.38033 -0.46 -0.09 -0.32
H -4.22735 2.91197 -2.40968 0.08 0.16 -0.12
H -7.86107 2.46386 0.03953 0.10 0.03 -0.36
H -8.59973 3.67938 -1.08769 0.41 0.07 -0.10
H -9.08953 3.55093 0.59470 0.07 0.21 -0.03
C 0.84654 2.95670 1.97090 -0.11 -0.93 0.60
O 0.29559 4.12836 2.60390 -0.35 0.66 -0.43
P -1.04768 4.74110 2.01669 0.77 0.35 0.09
O -2.11834 3.75969 1.76063 0.10 0.62 0.11
O -1.42367 5.85961 3.09986 0.15 -0.92 -0.54
C -0.42317 6.82950 3.48046 -0.10 0.02 -0.13
O -0.50785 5.57300 0.74365 -0.09 -0.72 0.60
C -1.41171 6.13160 -0.20827 -0.82 -0.12 -0.02
H 1.02960 2.24525 2.77945 -0.10 -0.01 -0.07
H 1.80646 3.11890 1.48699 -0.24 0.55 -0.18
H 0.11170 2.51784 1.29694 0.19 0.07 -0.15
H -0.75700 7.78630 3.08525 0.16 0.10 0.13
H 0.55862 6.57396 3.08585 -0.05 0.00 -0.07
H -0.36429 6.84400 4.56543 -0.12 0.05 -0.01
H -1.71269 5.39880 -0.95881 0.21 -0.14 0.11
H -0.93934 6.96724 -0.71879 0.16 0.01 0.22
H -2.32317 6.45373 0.30252 0.03 0.22 -0.15
C 7.17480 -1.96935 1.81748 -0.22 -0.47 0.07
O 7.51455 -0.58070 1.87027 -0.44 0.59 0.18
P 6.71566 0.52088 1.03740 0.49 0.12 0.98
O 7.09092 1.89133 1.41998 -0.08 -0.57 -0.34
O 7.03058 0.13482 -0.47204 -0.93 -0.20 -0.36
C 8.30544 0.39507 -1.03126 1.08 0.98 0.70
O 5.16794 0.16280 1.24802 1.10 -0.23 -0.50
C 4.22620 0.72220 0.32803 -0.38 0.35 -0.21
H 6.14416 -2.08074 1.48641 0.10 -0.25 -0.14
H 7.26128 -2.42731 2.80256 -0.05 0.41 0.17
H 7.87529 -2.52441 1.19291 -0.12 0.26 -0.34
H 8.92354 0.95281 -0.31701 -0.05 -0.21 0.12
H 8.25349 1.08462 -1.87347 -0.42 -0.44 -0.30
H 8.83914 -0.52480 -1.25736 -0.30 -0.10 -0.24
H 3.61065 1.46052 0.84107 0.03 -0.10 0.10
H 3.59588 -0.07668 -0.05968 0.06 -0.04 0.05
H 4.70887 1.23540 -0.50438 0.06 -0.12 0.02
C -7.43671 -0.03142 1.70938 -0.02 0.14 -0.76
O -7.22130 -1.38487 2.10863 1.21 -0.46 0.21
P -5.74344 -2.00579 1.82624 -1.12 -0.24 0.22
O -4.67370 -1.13666 2.34500 0.03 -0.25 -0.04
O -5.84044 -3.45740 2.49543 0.30 1.46 -0.70
C -6.95051 -4.27819 2.17320 -1.37 -0.93 0.27
O -5.73366 -2.26977 0.25913 -0.25 0.15 0.89
C -5.21956 -1.27028 -0.63287 0.81 -0.32 -0.79
H -6.53364 0.56292 1.54545 0.23 -0.24 0.41
H -8.04476 0.45661 2.46551 -0.15 -0.04 -0.11
H -7.90812 -0.05131 0.72250 -0.42 0.10 0.23
H -7.54698 -4.49542 3.06499 0.27 0.39 0.19
H -6.66468 -5.27001 1.82165 0.55 0.32 -0.29
H -7.64843 -3.82364 1.47016 0.30 0.07 -0.18
H -4.56138 -1.82244 -1.30195 0.13 0.25 -0.01
H -4.62619 -0.52289 -0.11153 -0.04 -0.03 0.07
H -5.97923 -0.80032 -1.25949 -0.37 -0.14 0.42
C 3.12404 -3.39071 -4.89846 0.69 0.49 0.24
O 2.58947 -4.70606 -4.98376 -0.15 -0.87 0.29
P 2.30021 -5.53243 -3.65484 -0.85 0.37 0.54
O 3.28291 -5.41767 -2.56475 -0.15 0.11 -0.37
O 0.82041 -5.06731 -3.21111 0.53 -0.50 -0.26
C 0.59376 -3.97625 -2.32451 0.77 0.20 0.24
O 2.02089 -6.98584 -4.21326 0.32 0.73 -0.75
C 1.52928 -8.01280 -3.37183 -0.47 -0.36 0.64
H 4.09275 -3.37973 -5.39764 -0.09 -0.03 -0.10
H 3.30611 -3.06953 -3.87054 -0.12 -0.18 0.05
H 2.46607 -2.66635 -5.37146 -0.21 -0.20 -0.11
H -0.07950 -4.28627 -1.52734 -0.24 0.01 -0.18
H 0.23594 -3.11037 -2.87951 -0.32 -0.07 0.00
H 1.52875 -3.68229 -1.84322 0.02 -0.04 0.02
H 0.50808 -8.28979 -3.64256 -0.02 0.37 -0.12
H 1.53504 -7.67973 -2.33265 0.04 -0.20 0.02
H 2.11338 -8.92599 -3.48084 0.35 0.28 -0.04
C 0.84948 3.37190 -1.80198 -1.72 0.26 -0.80
O 2.00774 3.44463 -0.99460 0.88 0.29 0.23
P 3.21773 4.32406 -1.53134 0.47 1.05 0.28
O 3.55245 4.15235 -2.94613 -0.08 0.12 0.44
O 2.92921 5.88628 -1.18630 -0.79 -0.79 -0.75
C 2.54932 6.32561 0.10821 1.03 0.40 0.82
O 4.33161 4.00267 -0.43853 -0.54 -0.78 -0.28
C 5.63862 4.55689 -0.64359 0.26 0.19 -0.75
H 0.77192 4.14989 -2.56933 0.45 0.16 0.20
H -0.03610 3.48912 -1.17227 0.21 -0.15 0.18
H 0.72117 2.44212 -2.35694 0.52 -0.22 0.36
H 2.80809 5.59325 0.87619 -0.23 -0.18 -0.06
H 1.51919 6.64486 0.23214 -0.20 -0.38 -0.52
H 3.16653 7.19824 0.33589 0.02 0.03 -0.12
H 5.70372 5.06590 -1.60907 -0.25 0.26 0.14
H 6.38534 3.76940 -0.72974 -0.16 -0.18 0.62
H 5.83591 5.24988 0.16850 0.20 -0.11 0.04
C -1.92495 -2.86936 2.63845 -0.03 -0.03 -0.19
Cl -2.27682 -3.53557 1.04424 -0.37 -0.10 0.02
Cl -0.18966 -2.73496 2.80000 0.52 0.22 0.24
Cl -2.57127 -3.87136 3.93546 -0.17 -0.10 0.02
H -2.38926 -1.89329 2.71433 0.02 -0.04 -0.17
C -3.02548 -4.25945 -2.79037 -0.03 0.07 0.03
Cl -4.24382 -4.77528 -1.61893 -0.28 0.24 -0.06
Cl -3.70095 -3.33210 -4.15113 0.03 -0.15 0.43
Cl -2.17761 -5.67603 -3.36769 0.15 -0.14 -0.22
H -2.33220 -3.62034 -2.25257 -0.02 0.12 -0.17
C -1.68171 0.89479 -4.55434 0.31 -0.16 -0.36
Cl -2.08220 2.56295 -4.20512 0.06 0.34 0.17
Cl 0.07935 0.66852 -4.64298 -0.24 0.08 0.04
Cl -2.39141 0.46964 -6.11558 -0.15 -0.26 -0.01
H -2.08012 0.24851 -3.77800 0.05 0.04 0.04
```
Forces are in eV/Å.

Properties
Relative energy (zero: lowest compared OMol25 entry of this formula, charge and spin), kcal per mole: 0.00
2S+1: 1
Charge: 0
Maximum force, eV/Å: 1.915
E, Eh: -11154.2961
Gap between HOMO and LUMO, eV: 9.670